Entry from OMol25: a gas-phase ion, CH3F3N2P (charge +1) at a distorted geometry (wB97M-V/def2-TZVPD).

Structure (ORCA input):
```
! wB97M-V def2-TZVPD RIJCOSX def2/J DEFGRID3
* xyz 1 3
C 0.14 -0.90 -0.53
N -0.77 0.03 -0.32
N 1.41 -0.80 -0.31
F -0.31 -2.00 -1.08
F 3.82 -1.60 -0.53
F 2.46 -2.81 0.98
P 2.38 -2.36 -0.56
H -0.59 0.87 0.12
H -1.76 0.01 -0.60
H 1.84 0.03 0.10
*
```

The relative energy (zero: lowest compared OMol25 entry of this formula, charge and spin) comes out at 0.0 kJ/mol. Its frontier orbital gap (spin up / spin down) is 0.23398 / 0.29107 Eh. Its expectation value of S² is 2.00. Its HOMO energy (spin up / spin down) is -10.7 / -16.9 eV. As for the total energy: -21496.6555 eV.